# 1
Formula: C44H52CrF3N2O8SSe
Source: OMol25
Level of theory: ωB97M-V/def2-TZVPD

Geometry as ORCA input:
```
! RIJCOSX wB97M-V def2-TZVPD def2/J DEFGRID3
* xyz -2 4
Cr -0.40 -0.01 -0.13
C -3.61 -2.73 -1.56
O -3.56 -3.58 -0.41
C -3.25 -3.05 0.82
C -3.80 -3.72 1.89
C -3.50 -3.35 3.21
C -2.65 -2.29 3.42
C -2.07 -1.59 2.36
C -1.18 -0.50 2.70
N -0.49 0.19 1.87
N 0.29 1.22 2.38
C 0.93 1.81 1.41
O 0.81 1.52 0.16
C 1.86 2.91 1.78
C 2.05 3.29 3.10
C 2.94 4.31 3.41
C 3.63 4.97 2.40
C 3.44 4.58 1.08
C 2.56 3.56 0.77
C -2.37 -1.95 1.01
O -1.88 -1.33 -0.01
H -4.23 -3.27 -2.28
H -2.62 -2.56 -1.98
H -4.07 -1.77 -1.34
H -4.46 -4.55 1.68
H -3.93 -3.89 4.04
H -2.39 -1.99 4.43
H -1.07 -0.24 3.75
H 1.51 2.76 3.87
H 3.09 4.60 4.44
H 4.33 5.76 2.64
H 4.00 5.07 0.29
H 2.42 3.22 -0.25
C -4.71 0.71 -6.12
C -5.19 -0.06 -4.88
C -5.08 -1.57 -5.15
C -6.67 0.27 -4.65
C -4.32 0.32 -3.67
C -2.96 0.07 -3.70
C -2.15 0.39 -2.63
Se -0.25 0.08 -2.69
C -0.10 -1.84 -2.54
C -0.42 -2.65 -3.62
C -0.30 -4.02 -3.51
C 0.17 -4.52 -2.30
C 0.51 -3.75 -1.20
C 0.39 -2.34 -1.32
O 0.71 -1.53 -0.34
C 1.00 -4.47 0.07
C 2.38 -5.08 -0.23
C 1.15 -3.58 1.31
C 0.00 -5.57 0.44
C -0.68 -4.98 -4.64
C -1.85 -5.86 -4.17
C -1.13 -4.24 -5.90
C 0.51 -5.88 -5.00
C -2.65 1.00 -1.45
O -1.86 1.32 -0.46
C -4.05 1.27 -1.42
C -4.83 0.92 -2.52
C -4.67 1.89 -0.17
C -6.17 2.13 -0.33
C -4.02 3.25 0.12
C -4.47 0.95 1.02
H -5.31 0.45 -6.99
H -3.67 0.49 -6.34
H -4.80 1.79 -5.95
H -5.68 -1.85 -6.02
H -5.42 -2.14 -4.29
H -4.04 -1.86 -5.34
H -7.25 -0.03 -5.53
H -6.81 1.34 -4.49
H -7.06 -0.27 -3.79
H -2.50 -0.39 -4.57
H -0.77 -2.18 -4.53
H 0.27 -5.60 -2.20
H 3.10 -4.28 -0.44
H 2.34 -5.76 -1.08
H 2.74 -5.64 0.64
H 1.89 -2.79 1.17
H 1.47 -4.21 2.14
H 0.21 -3.11 1.59
H -0.09 -6.35 -0.32
H -1.00 -5.14 0.61
H 0.32 -6.06 1.37
H -2.72 -5.24 -3.92
H -1.59 -6.42 -3.27
H -2.15 -6.57 -4.95
H -2.01 -3.62 -5.71
H -1.38 -4.96 -6.68
H -0.33 -3.60 -6.28
H 0.84 -6.47 -4.15
H 1.35 -5.27 -5.33
H 0.23 -6.57 -5.81
H -5.89 1.12 -2.47
H -6.39 2.81 -1.15
H -6.56 2.59 0.59
H -6.72 1.20 -0.49
H -4.18 3.94 -0.71
H -2.94 3.14 0.27
H -4.45 3.69 1.03
H -4.94 -0.02 0.84
H -4.91 1.39 1.93
H -3.41 0.78 1.20
F 5.23 1.50 0.87
C 5.40 0.17 0.78
F 5.80 -0.26 1.99
F 6.43 -0.04 -0.07
S 3.86 -0.69 0.20
O 3.64 -0.03 -1.07
O 4.30 -2.07 0.11
O 2.91 -0.41 1.26
*
```

Total energy (hartree): -6563.2315
LUMO (alpha / beta) (eV): 3.836 / 3.836
Frontier orbital gap (alpha / beta) (eV): 6.46 / 6.52

# 2
Formula: C44H52F2N4O4S
Source: OMol25
Level of theory: ωB97M-V/def2-TZVPD

Geometry as ORCA input:
```
! RIJCOSX wB97M-V def2-TZVPD def2/J DEFGRID3
* xyz 0 1
C -0.07 -0.42 5.00
C 0.21 -0.44 3.70
C 0.11 0.82 2.91
C -1.09 1.24 2.32
C -1.19 2.43 1.61
C -0.03 3.19 1.49
F -0.11 4.36 0.84
C 1.19 2.82 2.05
C 2.36 3.76 1.87
C 2.88 3.98 0.45
C 3.36 2.72 -0.28
C 3.49 2.93 -1.80
N 2.51 2.15 -2.56
C 2.50 2.51 -3.99
C 2.70 0.75 -2.44
C 4.04 0.17 -2.08
O 1.78 0.00 -2.68
C 1.26 1.62 2.78
N 2.44 1.13 3.44
C 3.61 0.88 2.57
C 2.78 1.79 4.63
C 1.91 2.90 5.18
O 3.76 1.44 5.24
N -2.41 2.88 1.01
C -2.72 2.22 -0.29
C -1.50 1.69 -0.98
O -0.67 2.37 -1.45
F -1.44 0.37 -1.03
C -3.55 2.70 1.87
C -4.47 3.74 1.93
C -5.61 3.59 2.71
C -5.83 2.42 3.44
C -4.91 1.37 3.40
C -5.17 0.12 4.21
C -5.30 -1.14 3.35
C -6.30 -1.00 2.20
C -5.66 -0.97 0.81
N -6.43 -1.77 -0.16
C -5.76 -1.78 -1.42
C -4.77 -2.89 -1.60
O -5.97 -0.94 -2.25
C -3.77 1.54 2.60
S -2.54 0.25 2.51
H -0.57 0.44 5.43
H 0.23 -1.22 5.66
H 0.52 -1.33 3.19
H 3.18 3.53 2.54
H 1.98 4.74 2.19
H 3.71 4.68 0.48
H 2.12 4.45 -0.16
H 2.72 1.87 -0.08
H 4.37 2.48 0.06
H 4.50 2.68 -2.14
H 3.36 3.98 -2.05
H 3.32 3.19 -4.25
H 2.62 1.63 -4.62
H 1.56 2.96 -4.29
H 4.41 0.56 -1.13
H 3.94 -0.90 -1.97
H 4.80 0.41 -2.82
H 3.28 0.71 1.56
H 4.12 -0.02 2.92
H 4.34 1.68 2.62
H 1.08 2.45 5.73
H 1.57 3.61 4.44
H 2.52 3.43 5.90
H -3.39 1.38 -0.11
H -3.22 2.90 -0.98
H -4.29 4.65 1.38
H -6.32 4.40 2.74
H -6.71 2.33 4.05
H -4.34 0.00 4.91
H -6.06 0.24 4.82
H -4.35 -1.48 2.96
H -5.64 -1.94 4.01
H -6.95 -0.13 2.33
H -6.95 -1.87 2.21
H -5.54 0.05 0.44
H -4.66 -1.41 0.84
H -7.33 -1.33 -0.34
H -4.51 -3.00 -2.65
H -5.22 -3.81 -1.26
H -3.86 -2.69 -1.03
C 6.60 -2.45 -4.02
C 7.88 -2.98 -3.94
C 8.83 -2.65 -4.90
C 8.49 -1.80 -5.95
C 7.21 -1.28 -6.04
C 6.26 -1.60 -5.07
H 5.86 -2.70 -3.27
H 8.14 -3.64 -3.13
H 9.83 -3.06 -4.84
H 9.23 -1.55 -6.70
H 6.95 -0.62 -6.86
H 5.26 -1.20 -5.14
C -1.92 -7.67 -3.29
C -1.04 -7.39 -2.26
C -0.83 -6.07 -1.86
C -1.50 -5.04 -2.51
C -2.37 -5.33 -3.55
C -2.58 -6.64 -3.94
H -2.08 -8.70 -3.60
H -0.52 -8.19 -1.75
H -0.15 -5.85 -1.05
H -1.34 -4.02 -2.20
H -2.88 -4.52 -4.06
H -3.26 -6.86 -4.75
*
```

Structure (SMILES): C=Cc1c2c(c(F)c(CCCCN(C)C(C)=O)c1N(C)C(C)=O)N(CC(=O)F)c1cccc(CCCCNC(C)=O)c1S2.c1ccccc1.c1ccccc1
Total energy (hartree): -2825.7105
LUMO (eV): 0.485
Frontier orbital gap (eV): 8.85

Which formula does entry 2 have? C44H52F2N4O4S

Among the records above, which one has the lowest total energy? C44H52CrF3N2O8SSe

Look up the total energy of the first one. -6563.2315 hartree